[1]
Formula: C18H34N3O5S4
Source: the OMol25 dataset
Level of theory: ωB97M-V with the def2-TZVPD basis set

As for the total energy: -2839.50421 Eh. The net charge is -1. Its HOMO energy is -5.8 eV. The max |F| is 0.56 eV/Å. The calculation puts the frontier orbital gap at 7.363 eV.

Last column: Löwdin charge in e.
Atoms and positions in Å:
S 3.60057 1.17489 -2.19143  0.74
S -5.53659 2.09024 -0.89007  0.47
S -2.95988 1.11562 -1.12976  0.52
S 2.04609 2.63402 -0.10557  0.89
O -4.93724 3.09901 -0.05637  -0.31
O -6.38694 1.12500 0.08475  -0.27
O -6.52152 2.48133 -1.85014  -0.30
O -2.75458 0.69721 0.25140  -0.37
O -2.21430 2.28853 -1.53896  -0.33
N -4.48687 1.11640 -1.57641  -0.33
N -0.92882 -3.32069 0.07623  0.01
N 1.76067 -0.02608 -0.71022  -0.22
C 4.62262 5.25878 0.35214  -0.12
C 1.90078 -0.39341 0.70029  -0.22
C -1.24623 0.07794 -3.11002  -0.21
C 0.33086 0.01446 -1.09959  -0.20
C 2.47670 1.14844 -1.03268  -1.08
C -6.80821 0.81101 2.41527  -0.08
C 4.58783 -2.72411 2.34093  -0.11
C 0.08523 0.55890 -2.50009  -0.19
C -2.38154 -0.25673 -2.14845  -0.25
C -1.84026 -4.33462 0.16480  -0.14
C 4.65169 3.77324 -0.00130  -0.33
C -1.24370 -5.47805 -0.29796  -0.12
C -5.77555 0.70563 1.30834  -0.30
C 0.24535 -3.79990 -0.43812  -0.15
C 3.23492 -2.01989 2.12968  -0.26
C 0.08265 -5.13774 -0.68319  -0.11
C 3.60996 2.95723 0.77246  -0.48
C 3.27319 -1.01193 0.98637  -0.21
H -3.24780 -0.57889 -2.72105  0.09
H -1.58644 0.82995 -3.82256  0.11
H -1.06111 -0.83363 -3.68893  0.11
H 0.82881 -5.79698 -1.09447  0.09
H -1.10231 -2.36507 0.34012  0.13
H 5.33996 -2.31888 1.66044  0.07
H -1.70756 -6.44850 -0.35866  0.08
H -5.44274 -0.32849 1.18619  0.11
H 1.14951 -1.15921 0.90653  0.11
H 1.73582 0.46330 1.36575  0.10
H 4.51743 -3.79331 2.14061  0.06
H -6.50378 0.19624 3.26492  0.07
H 4.96514 -2.59787 3.35604  0.06
H -7.77338 0.46374 2.04502  0.07
H -4.89369 1.30699 1.51986  0.09
H 0.05986 1.64772 -2.43964  0.10
H -6.91082 1.84453 2.74723  0.07
H -0.25963 0.58599 -0.37313  0.11
H 3.73841 5.74983 -0.05810  0.07
H 5.50420 5.76557 -0.04435  0.07
H 4.02304 1.99774 1.08202  0.05
H 2.92180 -1.52184 3.05074  0.11
H 3.30395 3.49326 1.67270  0.07
H 0.90986 0.25936 -3.15086  0.10
H -2.13306 -1.06679 -1.46384  0.07
H -2.83192 -4.15632 0.54342  0.11
H 3.59848 -1.51228 0.06862  0.12
H 4.62673 5.39971 1.43539  0.07
H 2.47472 -2.76830 1.89040  0.10
H 4.52062 3.63882 -1.07363  0.06
H 5.64355 3.38235 0.24580  0.10
H 0.00703 -1.02828 -1.05790  0.09
H 4.00802 -0.22685 1.19637  0.10
H 1.09038 -3.14838 -0.59348  0.10

[2]
Formula: C4H5NOS
Source: the OMol25 dataset
Level of theory: ωB97M-V with the def2-TZVPD basis set

The SMILES is C=CC(=O)SN=C. As for the total energy: -683.53130 Eh. The value obtained for the energy relative to the best compared isomer or geometry (same formula, charge and spin) is 48.1 kcal/mol. Its HOMO energy is -9.5 eV. The max |F| is 1.17 eV/Å. The calculation puts the frontier orbital gap at 9.788 eV.

Last column: Löwdin charge in e.
Atoms and positions in Å:
S 0.44654 -1.61901 0.26460  0.95
O -2.14136 -1.96475 -0.09704  0.01
N 1.36852 -0.20077 -0.16680  -0.36
C -1.13603 1.39502 0.30332  0.03
C -1.29404 -1.11471 0.00758  -0.70
C 2.62868 -0.28879 -0.11623  -0.16
C -1.71961 0.29515 -0.13934  -0.16
H 3.16227 -1.24043 -0.00664  0.06
H -2.73955 0.32820 -0.60521  0.13
H -1.64835 2.35473 0.19506  0.07
H -0.11664 1.42849 0.67377  0.05
H 3.18956 0.62686 -0.31309  0.07

[3]
Formula: C9H21N3O3
Source: the OMol25 dataset
Level of theory: ωB97M-V with the def2-TZVPD basis set

The SMILES is CN(C)C=O.CN(C)C=O.CN(C)C=O. As for the total energy: -745.50394 Eh. The value obtained for the energy relative to the best compared isomer or geometry (same formula, charge and spin) is 30.9 kcal/mol. Its HOMO energy is -9.1 eV. The max |F| is 1.39 eV/Å. The calculation puts the frontier orbital gap at 9.423 eV.

Last column: Löwdin charge in e.
Atoms and positions in Å:
O -3.17448 -3.00484 -6.14361  0.00
O -0.47659 -0.44294 -0.90895  0.01
O 4.65761 2.18630 4.68537  0.02
N -1.67938 -2.87011 -4.42404  -0.19
N 3.04121 2.42790 3.09638  -0.20
N -1.26746 0.29549 1.09486  -0.21
C -1.08844 0.36792 -0.24488  -0.33
C -0.61288 -0.71256 1.87882  -0.06
C 2.61154 2.15159 1.74986  -0.07
C -1.49625 -2.86687 -2.96631  -0.04
C -0.62590 -2.30824 -5.21606  -0.06
C 4.25725 2.03147 3.55633  -0.34
C -2.14051 1.18581 1.84111  -0.05
C 2.07296 3.05325 3.96169  -0.05
C -2.88707 -3.11123 -4.96066  -0.35
H 2.42607 3.08687 4.98806  0.09
H -1.57074 1.26164 -0.67529  0.14
H 0.11432 -1.32935 1.36887  0.09
H 4.88058 1.55734 2.78196  0.13
H -1.06201 -3.81105 -2.64319  0.09
H -2.43764 -2.65368 -2.45978  0.08
H -1.37198 -1.31737 2.38647  0.09
H 1.66606 1.59591 1.73919  0.07
H -2.47791 1.99142 1.19385  0.09
H -0.30397 -1.32911 -4.85869  0.09
H -3.64660 -3.40928 -4.22278  0.13
H -1.59315 1.62781 2.67675  0.08
H -0.93447 -2.20282 -6.25488  0.08
H 1.12888 2.49958 3.96464  0.08
H 2.45176 3.05609 1.15469  0.09
H 3.32695 1.52748 1.21498  0.09
H -0.06849 -0.21407 2.69478  0.08
H 1.87195 4.07598 3.62830  0.09
H 0.24355 -2.97678 -5.24441  0.09
H -0.86267 -2.02844 -2.68185  0.06
H -2.97209 0.60890 2.24840  0.09

[4]
Formula: C3H11NOS2
Source: the OMol25 dataset
Level of theory: ωB97M-V with the def2-TZVPD basis set

As for the total energy: -1046.89250 Eh. Its expectation value of S² is 0.75. The value obtained for the energy relative to the best compared isomer or geometry (same formula, charge and spin) is 45.0 kcal/mol. The net charge is +1. Its HOMO energy (alpha / beta) is -13.5 / -13.4 eV. The max |F| is 2.64 eV/Å. Its multiplicity is 2. The calculation puts the frontier orbital gap (alpha / beta) at 7.839 / 4.479 eV.

Last column: Mulliken spin population.
Atoms and positions in Å:
S 1.98155 1.93633 0.69142  0.87
S 0.80662 3.70482 1.16084  0.04
O -5.40926 0.27487 -0.69789  0.00
N 1.45987 -2.29045 -1.08530  0.02
C 0.86316 -0.70330 0.66566  0.02
C 0.55038 0.76512 0.90288  -0.05
C 1.38919 -0.83050 -0.77872  0.00
H 1.71101 -0.93242 1.30015  -0.01
H -0.03288 -1.36914 0.83607  0.00
H 1.70476 -2.54609 -0.08331  0.00
H 0.01815 0.87035 1.90633  0.03
H 0.64791 -0.29880 -1.38187  0.00
H 2.46523 -0.38921 -0.84276  0.01
H 2.34525 -2.52311 -1.60626  0.00
H -5.58674 0.03480 0.21290  0.00
H -0.05083 1.12844 0.09186  0.05
H -5.13617 -0.53987 -1.15988  0.00
H 0.27281 3.70817 -0.13212  0.03